Arrangement i

Computed, not measured: 2 unconnected molecules or ions with the total composition C7H14, with the ωB97M-V functional and the def2-TZVPD basis.

Element x y z (Å)
C1 0.35008 -0.11228 -3.12926
C2 0.78208 1.02554 -2.90588
C3 -0.17797 -0.08497 0.70734
C4 1.21860 0.46291 0.87967
C5 -0.86103 0.76556 -0.33250
C6 -0.98946 -0.09499 1.99074
C7 -0.03517 -1.51556 0.25735
H1 0.55141 -1.25726 -3.22456
H2 0.83489 2.06046 -2.72012
H3 1.94848 0.34034 0.05918
H4 1.22679 1.47919 1.24253
H5 1.71525 -0.10473 1.72564
H6 -1.90544 0.47216 -0.60677
H7 -0.74431 1.81286 -0.05291
H8 -0.34962 0.70273 -1.34510
H9 -1.95341 -0.54559 1.75717
H10 -1.12168 0.94818 2.44721
H11 -0.50605 -0.74139 2.76703
H12 0.27073 -2.15672 1.13275
H13 -0.98851 -1.88704 -0.09876
H14 0.73432 -1.56943 -0.55076

## Properties
LUMO energy (eV): 0.9
SMILES: CC(C)(C)C.C#C
Highest occupied orbital energy (eV): -9.735

***

Arrangement ii

Computed, not measured: a single C7H14 molecule, with the ωB97M-V functional and the def2-TZVPD basis.

Element x y z (Å)
C1 -1.06353 -1.55674 -0.27980
C2 0.40053 -1.34274 0.17853
C3 1.39339 -2.02793 -0.78201
C4 0.82226 0.17857 0.39295
C5 -0.36070 1.13704 0.51398
C6 -0.48914 2.55674 0.99970
C7 -0.73561 2.23098 -0.44982
H1 -1.66243 -0.65976 -0.13247
H2 -1.14093 -1.79693 -1.34503
H3 -1.57748 -2.33982 0.28805
H4 0.50410 -1.84448 1.15179
H5 1.42031 -3.12041 -0.67601
H6 1.13499 -1.81310 -1.82716
H7 2.41234 -1.66219 -0.61226
H8 1.44371 0.23096 1.29956
H9 1.47767 0.47161 -0.43841
H10 -1.24067 0.60177 0.83997
H11 -1.36302 2.73990 1.62290
H12 0.36411 3.17851 1.25231
H13 0.00863 2.60199 -1.15213
H14 -1.74852 2.23601 -0.84464

## Properties
LUMO energy (eV): 1.2
SMILES: CC(C)CC1CC1
Highest occupied orbital energy (eV): -10.037

***

Arrangement iii

Computed, not measured: 2 unconnected molecules or ions with the total composition C7H14, with the ωB97M-V functional and the def2-TZVPD basis.

Element x y z (Å)
C1 -1.95099 -2.63922 -0.52159
C2 -1.12950 -1.57486 0.16667
C3 0.15567 -1.81810 0.43382
C4 -1.81504 -0.27870 0.46164
H1 -3.01966 -2.56011 -0.31062
H2 -1.66129 -3.65648 -0.25509
H3 -1.85110 -2.54980 -1.60650
H4 0.87481 -1.02016 0.58521
H5 0.57379 -2.81698 0.41797
H6 -1.08343 0.51857 0.59918
H7 -2.46812 -0.34013 1.33294
H8 -2.46510 -0.00298 -0.37522
C5 0.96143 2.88047 0.07438
C6 1.61613 1.57482 -0.29461
C7 2.91033 1.30765 -0.12614
H9 0.18668 2.72380 0.82840
H10 1.70924 3.56724 0.46833
H11 0.49515 3.33188 -0.79993
H12 1.05467 0.89700 -0.93304
H13 3.40361 0.51434 -0.66957
H14 3.50273 1.94176 0.52376

## Properties
LUMO energy (eV): 1.1
SMILES: C=C(C)C.C=CC
Highest occupied orbital energy (eV): -9.014

***

Arrangement iv

Computed, not measured: 3 unconnected molecules or ions with the total composition C7H14, with the ωB97M-V functional and the def2-TZVPD basis.

Element x y z (Å)
C1 0.38990 1.60163 0.07128
C2 -1.06645 1.39886 -0.36566
C3 -1.75684 0.14609 0.17800
C4 -1.07029 -1.17411 -0.21304
C5 0.24506 -1.40224 0.50701
C6 1.45028 -0.76721 0.01388
C7 1.39688 0.63618 -0.56174
H1 0.46169 1.53183 1.16599
H2 0.68199 2.62549 -0.19359
H3 -1.10281 1.37973 -1.46547
H4 -1.65163 2.27515 -0.05750
H5 -1.81817 0.20662 1.27419
H6 -2.79087 0.13197 -0.19073
H7 -1.73530 -2.00861 0.04469
H8 -0.93072 -1.21068 -1.30159
H9 0.08035 -1.48583 1.57533
H10 1.35029 -2.41594 0.99682
H11 2.03906 -1.73894 1.13264
H12 2.19846 -1.35852 -0.49965
H13 2.40893 1.05184 -0.46097
H14 1.22017 0.57669 -1.64991

## Properties
LUMO energy (eV): 0.6
Highest occupied orbital energy (eV): -8.460

***

Stability comparison, relative energies in eV: arrangement i 1.976; arrangement ii 0.000; arrangement iii 0.305; arrangement iv 3.562

***

Arrangement i

Computed, not measured: a single C4H4O2 molecule, with the ωB97M-V functional and the def2-TZVPD basis.

Element x y z (Å)
O1 -0.01498 -0.10321 -2.47449
C1 -0.53266 0.15860 -1.44473
O2 0.24303 0.58217 -0.34454
C2 1.58102 -0.25337 0.40237
C3 -0.29832 0.42385 0.90168
C4 -1.24639 0.50579 1.66392
H1 -1.59368 0.14722 -1.15873
H2 1.63726 -1.11953 -0.27396
H3 2.37641 0.44869 0.11897
H4 -1.79711 0.39704 2.57036

## Properties
LUMO energy (eV): 0.2
Highest occupied orbital energy (eV): -8.212

***

Arrangement ii

Computed, not measured: a molecular structure, C4H4O2, with the ωB97M-V functional and the def2-TZVPD basis.

Element x y z (Å)
O1 0.39642 -0.85892 -2.08057
C1 -0.11611 -0.73214 -0.99294
C2 0.25192 -1.02362 0.41763
C3 -0.04399 0.14181 1.02506
O2 1.06434 1.47429 0.23167
C4 -0.09137 1.15295 -0.04720
H1 0.71002 -1.93045 0.77952
H2 -1.20716 -0.56347 -0.83518
H3 -0.13867 0.52614 2.03664
H4 -0.82539 1.81340 -0.53463

## Properties
LUMO energy (eV): -0.8
Highest occupied orbital energy (eV): -9.110

***

Stability comparison, relative energies in eV: arrangement i 2.955; arrangement ii 0.000

***

Arrangement i

Computed, not measured: a single C3H4O3S molecule, with the ωB97M-V functional and the def2-TZVPD basis.

Element x y z (Å)
C1 -0.49566 -0.17053 -0.32396
C2 1.38549 1.09649 0.18533
C3 -1.07642 -1.41601 0.35418
O1 -0.11261 0.71578 0.47745
O2 1.29696 2.36123 -0.13162
O3 2.05992 0.17232 0.14241
S1 0.11273 -0.11873 -1.89421
H1 -1.35420 -2.31246 -0.30928
H2 -0.35648 -1.55021 1.20510
H3 -1.85198 -1.06747 0.96370
H4 0.39224 2.28960 -0.66911

## Properties
LUMO energy (eV): -0.1
SMILES: CC(=S)OC(=O)O
Highest occupied orbital energy (eV): -8.995

***

Arrangement ii

Computed, not measured: 2 unconnected molecules or ions with the total composition C3H4O3S, with the ωB97M-V functional and the def2-TZVPD basis.

Element x y z (Å)
C1 -0.61247 0.14853 0.61218
C2 2.27431 -0.06124 -0.23994
C3 -1.21423 -0.94370 -0.25634
O1 0.20003 0.22928 1.49322
O2 2.07966 0.93033 -0.78649
O3 2.50942 -1.05798 0.27046
S1 -1.20530 1.68845 -0.08285
H1 -2.12990 -1.02814 0.20478
H2 -1.21239 -0.60457 -1.23351
H3 -0.54193 -1.76164 -0.19183
H4 -0.14720 2.46069 0.21030

## Properties
LUMO energy (eV): 0.5
SMILES: CC(=O)S.O=C=O
Highest occupied orbital energy (eV): -9.842

***

Stability comparison, relative energies in eV: arrangement i 2.192; arrangement ii 0.000

***

Arrangement i

Computed, not measured: 2 unconnected molecules or ions with the total composition N2O3S, with the ωB97M-V functional and the def2-TZVPD basis.

Element x y z (Å)
N1 -2.26806 0.41384 0.22435
N2 -1.43621 -0.02968 0.80043
O1 -0.60831 -0.51299 1.38948
O2 2.71547 -0.02767 -0.79065
O3 0.24211 -0.25379 -1.11893
S1 1.35501 0.41029 -0.50467

## Properties
LUMO energy (eV): -1.3
Highest occupied orbital energy (eV): -11.950

***

Arrangement ii

Computed, not measured: 2 unconnected molecules or ions with the total composition N2O3S, with the ωB97M-V functional and the def2-TZVPD basis.

Element x y z (Å)
N1 -2.43097 0.64743 0.30314
N2 -1.38493 0.59687 0.63853
O1 -0.33947 0.40967 1.14071
O2 1.19740 -1.72962 -0.39397
O3 1.34690 0.46718 -1.42784
S1 1.61107 -0.39153 -0.26058

## Properties
LUMO energy (eV): -0.8
Highest occupied orbital energy (eV): -11.654

***

Stability comparison, relative energies in eV: arrangement i 0.076; arrangement ii 0.000